Entry 1:
Molecular formula: C35H25AsF5N5OsS2
Method: DFT, the ωB97M-V functional and the def2-TZVPD basis

HOMO-LUMO gap (alpha / beta), eV: 5.81 / 5.81
LUMO (alpha / beta), eV: -7.18 / -7.18
Net charge: +2
Strongest force on any atom, eV Å⁻¹: 2.65
HOMO level (alpha / beta), eV: -12.987 / -12.987

CARTESIAN COORDINATES (ANGSTROEM)
Os -0.16054 0.60949 0.91578
N 1.69884 3.72251 3.00750
C 2.73495 2.84095 3.22508
C 2.38094 1.67489 2.62622
N 1.13024 1.83063 2.06920
C 0.75687 3.08429 2.29695
C -0.50396 3.48531 1.72941
N -1.12505 2.55688 1.02139
C -2.28353 3.12131 0.54870
C -2.35573 4.40179 0.99573
N -1.22184 4.61850 1.74957
H 1.68395 4.68350 3.30959
H 3.61408 3.12143 3.77718
H 2.91467 0.74137 2.58015
H -2.97291 2.56461 -0.05907
H -3.09982 5.16620 0.86069
H -0.99239 5.48143 2.21534
S 0.10741 -1.14832 2.11400
C 1.75924 -1.79205 2.00425
C 2.25463 -2.60547 3.02017
C 3.57773 -3.01642 2.95123
C 4.38546 -2.62509 1.88982
C 3.88352 -1.83224 0.86091
C 2.56109 -1.43126 0.91660
As 1.59069 -0.41652 -0.40216
C 2.84489 0.67770 -1.34913
C 3.52677 0.17882 -2.45482
C 4.50257 0.95897 -3.05975
C 4.79226 2.22234 -2.56605
C 4.11287 2.71470 -1.45918
C 3.13807 1.94206 -0.84797
C 0.92357 -1.73244 -1.63173
C 0.59756 -1.34355 -2.92872
C 0.01036 -2.25699 -3.78964
C -0.25201 -3.55127 -3.35659
C 0.07918 -3.93562 -2.06518
C 0.66482 -3.02558 -1.19601
H 1.62919 -2.89337 3.85571
H 3.98736 -3.63951 3.73460
H 5.41705 -2.94978 1.85872
H 4.51446 -1.54904 0.02744
H 3.31074 -0.80827 -2.84540
H 5.03726 0.57579 -3.91839
H 5.54697 2.82881 -3.04839
H 4.34022 3.70141 -1.07834
H 2.59905 2.33156 0.00493
H 0.79934 -0.33639 -3.27593
H -0.24183 -1.95808 -4.79853
H -0.70852 -4.26354 -4.03069
H -0.11406 -4.94723 -1.73468
H 0.91551 -3.34117 -0.19022
F -0.29365 2.15657 -1.85933
C -1.21453 1.16930 -1.88054
C -1.32553 0.31247 -0.79805
C -2.27960 -0.68430 -0.91239
F -2.39031 -1.63904 0.03275
C -3.09248 -0.81594 -2.02568
F -3.97987 -1.80479 -2.09682
C -2.96583 0.07445 -3.07932
F -3.73783 -0.04492 -4.14865
C -2.01116 1.07717 -3.00923
F -1.86365 1.92788 -4.01734
S -2.57555 0.36570 2.58420
C -3.88497 -0.55776 1.99363
N -4.19464 -1.71426 2.63150
C -5.22664 -2.52783 2.31116
C -6.03881 -2.21248 1.26435
C -5.76984 -1.03024 0.55798
C -4.72049 -0.22110 0.91470
H -3.60090 -1.94995 3.41778
H -5.34654 -3.40471 2.92995
H -6.86171 -2.85914 1.00239
H -6.40283 -0.74942 -0.27380
H -4.51486 0.69432 0.38047

Force components x, y, z for each atom (eV/Å):
Os -1.6 -1.4 1.6
N 0.0 0.0 -0.1
C 0.0 0.0 0.0
C -0.1 -0.1 0.1
N 0.1 0.1 -0.4
C 0.0 0.0 0.1
C 0.0 -0.1 0.0
N 0.6 0.5 -0.9
C 0.1 -0.1 0.1
C 0.0 0.0 0.1
N 0.0 0.0 -0.1
H 0.0 0.0 0.0
H 0.0 0.0 0.0
H 0.0 0.0 0.0
H 0.0 0.0 0.0
H 0.0 0.0 0.0
H 0.0 0.0 0.0
S 0.3 -0.1 -0.3
C 0.1 0.1 -0.1
C 0.0 0.1 -0.1
C 0.0 0.0 0.0
C 0.1 0.0 0.0
C -0.1 -0.1 0.0
C -0.3 0.0 0.2
As 0.2 0.7 -0.1
C 0.1 -0.1 0.1
C 0.1 0.0 0.0
C 0.0 0.0 0.0
C 0.0 0.0 0.0
C 0.0 0.0 0.0
C 0.0 0.1 -0.1
C 0.0 0.1 0.0
C 0.0 0.0 0.0
C 0.0 0.0 0.0
C 0.0 0.0 0.0
C 0.0 0.0 0.0
C 0.0 0.0 0.0
H 0.0 0.0 0.0
H 0.0 0.0 0.0
H 0.0 0.0 0.0
H 0.0 0.0 0.0
H 0.0 0.0 0.0
H 0.0 0.0 0.0
H 0.0 0.0 0.0
H 0.0 0.0 0.0
H 0.0 0.0 0.0
H 0.0 0.0 0.0
H 0.0 0.0 0.0
H 0.0 0.0 0.0
H 0.0 0.0 0.0
H 0.0 0.0 0.0
F 0.0 -0.1 0.0
C -0.1 0.1 0.0
C 0.1 0.4 0.0
C 0.2 -0.3 -0.1
F 0.1 0.0 -0.1
C 0.1 0.0 0.0
F 0.0 0.0 0.0
C 0.0 0.0 0.0
F 0.0 0.0 0.0
C 0.0 0.0 0.0
F 0.0 0.0 0.0
S 0.5 0.3 0.2
C -0.3 -0.2 -0.3
N 0.1 0.1 0.1
C 0.1 0.0 0.0
C 0.0 0.0 0.0
C -0.1 0.0 0.0
C 0.0 0.1 0.2
H 0.0 0.0 0.0
H 0.0 0.0 0.0
H 0.0 0.0 0.0
H 0.0 0.0 0.0
H 0.0 0.0 0.0

---

Entry 2:
Molecular formula: C35H25Br4CoGeN5O5S3
Method: DFT, the ωB97M-V functional and the def2-TZVPD basis

HOMO-LUMO gap (alpha / beta), eV: 6.35 / 4.51
Energy relative to the best compared isomer or geometry (same formula, charge and spin), kJ/mol: 45.1
2S+1: 2
LUMO (alpha / beta), eV: -1.06 / -2.90
Strongest force on any atom, eV Å⁻¹: 0.20
HOMO level (alpha / beta), eV: -7.406 / -7.406

CARTESIAN COORDINATES (ANGSTROEM)
Co -0.01106 0.00391 0.10305
Br -3.05881 -5.47956 -2.77986
C -2.01451 -4.32428 -1.73688
C -1.21450 -4.86141 -0.67019
Br -1.22046 -6.70547 -0.34840
C -0.44778 -4.03645 0.11346
Br 0.62653 -4.65768 1.52027
C -0.43423 -2.63675 -0.11778
O 0.27645 -1.83000 0.56929
C -1.23214 -2.08709 -1.20662
O -1.18818 -0.84088 -1.39610
C -2.01875 -2.98109 -1.99538
Br -3.03207 -2.19305 -3.36111
C -1.90039 3.03393 1.12472
C -0.99406 2.92102 -0.05502
N -0.26906 1.89361 -0.43857
C 0.51402 2.20917 -1.53989
C 0.34159 3.45914 -2.02403
S -0.79447 4.28862 -1.06392
C 1.47172 1.19487 -1.95111
C 2.40952 1.24053 -2.92555
S 3.32161 -0.20108 -2.89602
C 2.41523 -0.79429 -1.57385
N 1.47357 0.03965 -1.19673
C 2.72513 -2.14265 -1.02039
H -1.62222 2.33516 1.90743
H -2.93635 2.85594 0.83591
H -1.83760 4.04076 1.53590
H 0.83882 3.92564 -2.85687
H 2.61363 2.03755 -3.61931
H 3.71567 -2.45682 -1.34515
H 1.99974 -2.87105 -1.38790
H 2.69080 -2.13690 0.06622
Ge 1.61309 0.86724 1.63117
C 0.93102 1.53118 3.32838
C 0.27666 2.76275 3.34632
C -0.42468 3.18523 4.46858
C -0.48759 2.38131 5.59804
C 0.21429 1.18156 5.61514
C 0.91599 0.76227 4.49479
C 3.02649 -0.46314 1.82666
C 4.28641 -0.20694 1.28544
C 5.29812 -1.15634 1.34737
C 5.06272 -2.37946 1.95856
C 3.81515 -2.64843 2.50522
C 2.80456 -1.70055 2.43222
H 2.24920 2.06622 0.88204
H 0.30811 3.40202 2.46767
H -0.94455 4.13532 4.45798
H -1.10182 2.65813 6.44465
H 0.18621 0.56392 6.50375
H 1.44497 -0.18429 4.53090
H 4.48576 0.74952 0.81291
H 6.27149 -0.93854 0.92573
H 5.84997 -3.12019 2.01256
H 3.62693 -3.60189 2.98232
H 1.82640 -1.94917 2.82538
O -3.13992 2.20686 7.35437
S -4.45508 1.70859 7.72358
O -5.37858 2.71757 8.18414
O -4.44235 0.46385 8.46639
C -5.15933 1.16150 6.13081
N -6.48746 1.09169 6.00942
C -6.95746 0.66076 4.85086
C -6.13881 0.30405 3.78441
C -4.77984 0.40224 4.02178
N -4.29484 0.81174 5.18817
C -3.72580 0.09704 3.02160
C -3.90909 0.19686 1.64647
C -2.81242 0.10884 0.81174
N -1.57332 -0.10285 1.27362
C -1.42353 -0.35166 2.58303
C -2.45421 -0.23205 3.48353
H -8.03696 0.58828 4.76348
H -6.55346 -0.04882 2.85039
H -4.87980 0.40888 1.21931
H -2.90234 0.25493 -0.25655
H -0.43228 -0.62300 2.90725
H -2.27929 -0.33674 4.54519

Force components x, y, z for each atom (eV/Å):
Co 0.1 0.0 0.1
Br 0.0 0.0 0.0
C 0.0 0.0 0.0
C 0.0 0.0 0.0
Br 0.0 0.0 0.0
C 0.0 0.0 0.0
Br 0.0 0.0 0.0
C 0.1 0.0 0.0
O 0.0 0.0 -0.1
C 0.0 0.0 0.0
O 0.0 0.0 0.0
C 0.0 0.0 0.0
Br 0.0 0.0 0.0
C -0.2 -0.1 -0.1
C 0.0 0.0 0.0
N 0.0 0.0 0.0
C 0.0 0.0 0.0
C 0.0 0.0 0.0
S 0.0 0.0 0.0
C 0.0 0.0 -0.1
C 0.0 0.0 0.0
S 0.0 0.1 0.0
C -0.1 -0.1 -0.1
N 0.1 0.0 0.1
C -0.1 0.0 -0.1
H -0.1 0.0 -0.1
H 0.0 0.0 0.0
H 0.0 0.0 0.0
H 0.0 0.0 0.0
H 0.0 0.0 0.0
H 0.0 0.0 0.0
H 0.0 0.0 0.0
H 0.0 0.0 -0.1
Ge 0.0 0.0 0.0
C -0.1 0.0 0.0
C 0.2 0.0 0.1
C 0.0 0.0 0.0
C 0.0 0.0 0.0
C 0.0 0.0 0.0
C 0.1 0.0 0.0
C 0.0 0.0 0.1
C 0.0 0.1 0.0
C 0.0 0.0 0.0
C 0.0 0.0 0.0
C 0.0 0.0 0.0
C 0.0 0.0 0.1
H 0.0 0.0 0.0
H 0.1 0.0 0.1
H 0.0 0.0 0.0
H 0.0 0.0 0.0
H 0.0 0.0 0.0
H 0.0 0.0 0.0
H 0.0 0.0 0.0
H 0.0 0.0 0.0
H 0.0 0.0 0.0
H 0.0 0.0 0.0
H 0.0 0.0 0.0
O 0.1 0.0 0.0
S 0.0 0.1 -0.1
O 0.0 0.0 0.0
O 0.0 0.0 0.0
C 0.0 0.0 0.1
N 0.0 0.0 0.0
C 0.0 0.0 0.0
C 0.0 0.0 0.0
C 0.0 0.0 0.0
N 0.1 0.0 0.0
C 0.0 0.0 0.0
C 0.0 0.0 0.0
C 0.0 0.1 0.0
N 0.0 0.0 0.1
C 0.0 -0.1 0.0
C 0.0 0.0 0.0
H 0.0 0.0 0.0
H 0.0 0.0 0.0
H 0.0 0.0 0.0
H 0.0 0.0 0.0
H -0.1 0.0 0.0
H 0.0 0.0 0.0

---

Entry 3:
Molecular formula: C35H25BrCl2N6O4Tl
Method: DFT, the ωB97M-V functional and the def2-TZVPD basis

HOMO-LUMO gap, eV: 5.90
Energy relative to the best compared isomer or geometry (same formula, charge and spin), kJ/mol: 52.3
LUMO, eV: 1.90
Net charge: -1
Strongest force on any atom, eV Å⁻¹: 0.38
HOMO level, eV: -4.008

CARTESIAN COORDINATES (ANGSTROEM)
Tl -0.13631 -0.02639 1.64883
O 1.98444 -4.24038 1.65270
C 1.61499 -3.04825 1.56874
N 0.64275 -2.44249 2.21338
C -0.02014 -3.27170 3.17806
C -0.80513 -2.50847 4.21736
C -1.69128 -3.19219 5.05614
C -2.40100 -2.49080 6.00984
C -2.20637 -1.11963 6.12645
C -1.30381 -0.52260 5.26449
N -0.63357 -1.19519 4.32942
C 2.39939 -2.14301 0.62664
C 3.44846 -2.68364 -0.11111
C 4.21744 -1.84829 -0.90159
C 3.93115 -0.48849 -0.92524
C 2.85747 -0.03633 -0.17644
N 2.10467 -0.84459 0.56461
H 0.70922 -3.90240 3.70755
H -0.70699 -3.98160 2.69279
H -1.81278 -4.26374 4.95131
H -3.09831 -3.00398 6.66154
H -2.73959 -0.53333 6.86330
H -1.09813 0.54268 5.31140
H 3.64092 -3.74311 -0.02189
H 5.03924 -2.24384 -1.48692
H 4.52919 0.20729 -1.49924
H 2.58699 1.01555 -0.15285
C -4.05372 -1.39960 1.32050
O -2.97374 -1.41566 0.40993
C -3.22635 -1.19208 -0.88885
C -4.48564 -1.08238 -1.44303
C -4.60997 -0.85184 -2.81329
Br -6.35404 -0.68098 -3.55232
C -3.51824 -0.74201 -3.62889
C -2.23201 -0.86567 -3.07619
C -2.07542 -1.08150 -1.70478
O -0.89180 -1.18488 -1.10715
C -1.03733 -0.74120 -3.90168
N 0.18483 -0.76282 -3.42714
C 1.02652 -0.61035 -4.51243
C 2.41643 -0.55495 -4.56430
C 3.00084 -0.38209 -5.80517
C 2.22959 -0.26851 -6.97015
C 0.84754 -0.32265 -6.93127
C 0.26350 -0.49445 -5.68282
N -1.04895 -0.58223 -5.26213
H -4.60236 -0.45516 1.26729
H -3.61006 -1.50297 2.30767
H -4.74138 -2.23085 1.14023
H -5.37295 -1.17310 -0.83487
H -3.65832 -0.55285 -4.68417
H -0.18089 -1.05178 -1.78048
H 2.99829 -0.64322 -3.65569
H 4.07976 -0.33087 -5.88259
H 2.72729 -0.13489 -7.92184
H 0.25546 -0.23415 -7.83361
H -1.85959 -0.55072 -5.85100
Cl 3.17890 2.83968 4.99257
C 2.35501 3.66131 3.69312
C 2.36544 5.05096 3.68869
C 1.71423 5.75483 2.70784
Cl 1.73476 7.50860 2.76127
C 1.05026 5.07834 1.66663
C 0.35896 5.72319 0.61618
C -0.19456 4.98566 -0.39236
C -0.04871 3.58785 -0.36052
N 0.54404 2.95656 0.62106
C 1.07044 3.65180 1.65096
C 1.68231 2.86386 2.73097
O 1.63569 1.61049 2.78944
H 2.88885 5.57729 4.47582
H 0.28303 6.80238 0.62903
H -0.73838 5.46134 -1.19882
H -0.43048 2.97116 -1.17089

Force components x, y, z for each atom (eV/Å):
Tl 0.0 0.1 0.4
O 0.0 0.1 0.0
C -0.1 0.0 0.0
N 0.0 0.2 0.1
C 0.1 -0.1 -0.1
C -0.1 0.1 0.0
C 0.0 0.0 0.0
C 0.0 0.0 0.0
C 0.0 0.1 0.0
C 0.0 -0.1 0.0
N 0.1 0.1 -0.1
C 0.1 0.0 0.0
C 0.1 0.0 0.0
C -0.1 0.1 0.0
C 0.0 -0.1 0.0
C 0.0 0.1 0.0
N 0.0 0.0 0.0
H 0.0 0.0 0.0
H 0.0 -0.1 0.0
H 0.0 0.0 0.0
H 0.0 0.0 0.0
H 0.0 0.0 0.0
H 0.0 0.0 0.0
H 0.0 0.0 0.0
H 0.0 0.0 0.0
H 0.0 0.0 0.0
H 0.0 0.0 0.0
C 0.0 0.0 0.1
O 0.1 0.0 0.1
C -0.1 -0.1 0.0
C 0.0 0.0 0.0
C -0.1 0.0 -0.1
Br 0.0 0.0 0.0
C 0.0 0.0 0.0
C -0.1 0.1 0.0
C 0.1 0.0 -0.1
O -0.2 -0.1 0.1
C 0.1 0.0 -0.1
N 0.0 0.0 0.0
C 0.0 0.0 -0.1
C 0.0 0.0 0.0
C 0.1 0.0 0.1
C 0.0 0.0 0.0
C 0.0 0.0 0.0
C 0.1 0.0 0.1
N -0.1 0.0 -0.1
H 0.0 0.0 0.0
H 0.0 0.0 0.0
H 0.0 0.0 0.0
H 0.0 0.0 0.0
H 0.0 0.0 0.0
H 0.1 0.0 -0.1
H 0.0 0.0 0.0
H 0.0 0.0 0.0
H 0.0 0.0 0.0
H 0.0 0.0 0.0
H 0.0 0.0 0.0
Cl 0.0 0.0 0.0
C -0.1 0.0 0.1
C -0.1 0.0 -0.1
C 0.0 0.0 0.1
Cl 0.0 0.0 0.0
C 0.0 -0.1 0.0
C 0.0 0.0 0.0
C 0.0 0.1 0.0
C 0.0 0.0 0.0
N 0.0 -0.2 0.0
C 0.1 0.1 -0.1
C 0.2 0.0 0.2
O -0.1 0.0 -0.2
H 0.0 0.0 0.0
H 0.0 0.0 0.0
H 0.0 0.0 0.0
H 0.0 0.0 0.0

---

Entry 4:
Molecular formula: C35H25GaGeN4S4
Method: DFT, the ωB97M-V functional and the def2-TZVPD basis

HOMO-LUMO gap, eV: 5.24
Energy relative to the best compared isomer or geometry (same formula, charge and spin), kJ/mol: 112.3
LUMO, eV: 3.97
Net charge: -2
Strongest force on any atom, eV Å⁻¹: 0.33
HOMO level, eV: -1.262

CARTESIAN COORDINATES (ANGSTROEM)
Ga -3.90293 -2.44852 -1.99521
C -0.80557 -3.68994 0.19148
C -0.27466 -2.29770 0.08977
N -0.27993 -1.64509 -1.00080
C 0.26233 0.47487 0.21577
C 0.23056 0.06755 1.46646
S 0.41447 -1.68822 1.64627
C 0.07256 1.62163 -0.69930
C -0.04091 2.90060 -1.06180
S -0.39440 2.98613 -2.77134
C -0.35560 1.24516 -2.93670
N -0.06190 0.71885 -1.77849
C -0.59700 0.48432 -4.18642
H -1.05864 -4.05072 -0.80535
H -1.70189 -3.71020 0.81380
H -0.06021 -4.35398 0.64037
H 0.14048 0.66500 2.36276
H 0.00519 3.79025 -0.45656
H -0.20705 1.01944 -5.05353
H -1.66365 0.29777 -4.32571
H -0.09477 -0.48137 -4.10934
S -3.59295 -0.08193 -2.22042
C -3.45106 0.49694 -0.58060
C -3.19118 1.85014 -0.36604
C -3.07802 2.38040 0.91009
C -2.79423 3.77559 1.06397
N -2.55138 4.89468 1.18352
C -3.22160 1.53511 2.02155
C -3.47617 0.18769 1.81971
C -3.60378 -0.35519 0.53826
S -3.96700 -2.05122 0.37256
C -3.12901 2.04889 3.35689
N -3.05430 2.46010 4.42896
H -3.06763 2.50054 -1.22271
H -3.57882 -0.46522 2.67583
C 0.26990 -0.39474 -0.95963
Ge 4.34583 0.36494 0.78048
C 5.43554 -0.71850 2.13247
C 5.33281 -2.11022 2.12393
C 6.01823 -2.90941 3.03539
C 6.84053 -2.32563 3.98731
C 6.96418 -0.94078 4.01848
C 6.26938 -0.15815 3.10547
C 3.14974 1.26518 2.14845
C 2.78445 0.65558 3.35169
C 1.78154 1.17468 4.16544
C 1.11631 2.33915 3.80382
C 1.47449 2.97848 2.62135
C 2.46780 2.44048 1.81442
C 5.71893 1.87448 0.57642
C 5.83703 2.99338 1.40900
C 6.80697 3.96875 1.20418
C 7.70233 3.85340 0.14874
C 7.60844 2.75638 -0.69717
C 6.62752 1.79497 -0.48322
H 4.69063 -2.57998 1.38435
H 5.90772 -3.98854 3.00248
H 7.37845 -2.94043 4.70095
H 7.60211 -0.47225 4.76137
H 6.37818 0.92077 3.15122
H 3.27593 -0.26564 3.64911
H 1.50949 0.66169 5.08221
H 0.32206 2.73714 4.42399
H 0.95737 3.88385 2.32013
H 2.70476 2.93721 0.87598
H 5.14799 3.10837 2.23955
H 6.86590 4.82255 1.87199
H 8.46044 4.61157 -0.01536
H 8.29699 2.65529 -1.53030
H 6.55870 0.95068 -1.16429

Force components x, y, z for each atom (eV/Å):
Ga 0.0 0.0 0.0
C 0.0 0.0 0.0
C 0.0 -0.1 0.2
N 0.0 0.2 -0.3
C 0.1 0.0 -0.2
C -0.1 0.0 0.1
S 0.1 -0.2 0.3
C -0.1 0.0 0.0
C 0.0 0.0 -0.1
S 0.0 0.0 0.0
C 0.1 0.0 0.0
N -0.1 0.0 -0.1
C 0.0 0.0 0.0
H 0.0 0.0 0.0
H 0.0 0.0 0.0
H 0.0 0.0 0.0
H -0.1 -0.1 -0.2
H 0.0 0.0 0.0
H 0.0 0.0 0.0
H 0.0 0.0 0.0
H 0.0 0.0 0.0
S -0.1 0.0 0.1
C 0.0 0.0 0.0
C 0.0 0.0 0.0
C 0.0 0.0 -0.1
C 0.1 0.0 0.1
N 0.0 0.0 -0.1
C 0.0 0.0 0.0
C 0.0 0.0 0.0
C 0.0 0.0 0.0
S -0.1 0.1 -0.1
C 0.1 0.0 0.0
N 0.0 0.0 0.0
H 0.0 0.0 0.0
H 0.0 0.0 0.0
C 0.0 0.1 -0.1
Ge 0.1 0.0 -0.1
C 0.0 0.0 0.0
C 0.0 0.0 0.0
C 0.0 0.0 0.0
C 0.0 0.0 0.0
C 0.0 0.0 0.0
C 0.0 0.0 0.0
C 0.0 0.0 0.0
C 0.0 0.0 0.0
C 0.1 0.1 0.1
C 0.1 0.1 0.1
C 0.0 0.0 0.0
C 0.0 0.0 0.0
C 0.0 0.0 0.1
C 0.0 0.0 0.0
C 0.0 0.0 0.0
C 0.0 0.0 0.0
C 0.0 0.0 0.0
C 0.0 0.0 0.0
H 0.0 0.0 0.0
H 0.0 0.0 0.0
H 0.0 0.0 0.0
H 0.0 0.0 0.0
H 0.0 0.0 0.0
H 0.0 0.0 0.0
H 0.0 0.0 0.0
H 0.0 0.0 0.0
H 0.0 0.0 0.0
H 0.0 0.0 0.0
H 0.0 0.0 0.0
H 0.0 0.0 0.0
H 0.0 0.0 0.0
H 0.0 0.0 0.0
H 0.0 0.0 0.0

---

Number 1: molar mass 939.90 Da. Number 2: molar mass 1142.97 Da. Number 3: molar mass 948.82 Da. Number 4: molar mass 772.21 Da.